129
Properties=species:S:1:pos:R:3:forces:R:3 method="wB97M-V/def2-TZVPD" e_above_lowest_kcal_mol=11.2 fmax_ev_per_a=0.5 total_charge=-1 homo_lumo_gap_ev="3.63 / 3.63" e_homo_ev="-2.0453 / -2.0459" spin_multiplicity=1 e_lumo_ev="1.588 / 1.588"
Sn 0.0447 -0.8557 0.6013 0.16 -0.35 0.34
C -5.5283 0.1448 3.0084 0.03 0.03 -0.04
C -4.9555 1.4310 2.3928 0.05 -0.15 0.03
C -3.4634 1.3706 2.2632 -0.06 -0.03 -0.17
C -2.5204 1.7941 3.1540 0.15 -0.04 0.04
C -2.8500 2.4046 4.4914 0.17 0.07 -0.02
C -1.8484 3.3816 5.1176 -0.04 0.01 -0.06
C -1.2286 1.4242 2.5828 0.00 0.11 0.00
N -1.4251 0.7823 1.3934 -0.14 0.15 0.01
C -2.7571 0.7365 1.1661 0.07 0.00 0.13
C -3.3641 0.1651 0.0423 -0.06 -0.02 -0.13
C -2.7310 -0.4474 -1.0350 -0.07 0.16 0.08
C -3.4108 -1.0126 -2.1931 -0.05 -0.04 0.17
C -4.8919 -1.0352 -2.4169 0.04 0.22 -0.06
C -5.3991 0.2288 -3.1270 0.05 -0.04 0.03
C -2.4446 -1.5106 -3.0033 0.15 0.07 -0.05
C -1.1709 -1.2393 -2.3524 0.10 0.00 0.07
C 0.0713 -1.5782 -2.8715 -0.01 0.01 -0.11
C 1.3280 -1.2742 -2.3382 -0.03 -0.07 0.01
N 1.5180 -0.5839 -1.1962 -0.03 -0.01 -0.11
C 2.8590 -0.4879 -1.0012 0.18 0.09 0.14
C 3.4596 0.1274 0.0908 0.06 -0.15 -0.15
C 2.8335 0.7200 1.1913 -0.07 0.17 0.05
N 1.4912 0.8392 1.3498 0.28 0.05 0.06
C 1.2841 1.4251 2.5516 -0.04 0.06 0.07
C 0.0313 1.7002 3.1097 -0.02 -0.02 0.04
C 2.5568 1.7126 3.1958 -0.23 0.05 0.08
C 3.5241 1.2718 2.3486 0.02 -0.16 -0.23
C 5.0090 1.3035 2.5516 -0.03 0.19 -0.20
C 5.6828 2.4712 1.8140 -0.07 -0.04 0.02
C 2.7360 2.2802 4.5722 -0.08 -0.14 0.02
C 2.6606 1.1938 5.6565 -0.01 0.02 -0.07
C 3.5661 -1.1539 -2.0896 -0.02 0.14 0.09
C 2.6126 -1.6511 -2.9160 -0.16 0.07 -0.12
C 2.8073 -2.4068 -4.1944 -0.06 0.17 -0.06
C 2.8137 -1.4805 -5.4219 -0.03 -0.03 0.11
C 5.0488 -1.3310 -2.1922 -0.03 -0.09 0.13
C 5.5315 -2.5386 -1.3758 -0.03 0.03 -0.02
N -1.3905 -0.6013 -1.1668 -0.04 -0.08 -0.20
C -2.6218 -2.2409 -4.2966 0.03 -0.13 0.07
C -2.5356 -3.7617 -4.1091 0.00 0.02 0.01
H -6.6180 0.1915 3.0915 0.07 0.01 -0.01
H -5.1128 -0.0197 4.0059 -0.03 0.01 -0.06
H -5.2637 -0.7216 2.3967 -0.01 0.06 0.05
H -5.2434 2.2858 3.0071 -0.02 0.04 -0.01
H -5.4030 1.5921 1.4089 -0.03 0.02 0.01
H -3.0377 1.5939 5.2024 0.00 -0.01 0.04
H -3.8030 2.9248 4.3834 -0.05 0.01 0.00
H -0.9980 2.8668 5.5664 -0.04 0.05 -0.01
H -2.3361 3.9467 5.9144 0.01 -0.01 -0.01
H -1.4683 4.0950 4.3810 -0.03 -0.06 0.05
H -4.4469 0.2083 0.0014 0.03 -0.03 0.03
H -5.4034 -1.1423 -1.4584 -0.03 -0.03 0.01
H -5.1535 -1.9162 -3.0067 -0.01 -0.02 -0.01
H -5.1778 1.1198 -2.5327 -0.01 -0.05 -0.05
H -6.4789 0.1860 -3.2936 0.06 0.01 0.02
H -4.9052 0.3484 -4.0955 -0.03 -0.01 0.06
H 0.0632 -2.1303 -3.8058 0.02 0.01 0.06
H 4.5454 0.1324 0.0996 -0.05 -0.06 0.03
H 0.0569 2.2160 4.0577 0.00 -0.09 -0.02
H 5.4396 0.3601 2.2092 0.04 -0.02 0.02
H 5.2271 1.3762 3.6184 0.02 -0.02 0.04
H 5.4827 2.4150 0.7404 0.01 0.01 0.08
H 6.7661 2.4676 1.9631 -0.05 -0.01 0.00
H 5.2879 3.4261 2.1726 0.03 -0.07 -0.03
H 1.9690 3.0343 4.7652 0.02 0.05 0.00
H 3.6982 2.7918 4.6348 0.02 0.04 0.01
H 1.6945 0.6836 5.6169 0.07 0.03 0.01
H 2.7922 1.6148 6.6580 -0.01 -0.02 -0.07
H 3.4343 0.4386 5.4928 -0.05 0.05 0.02
H 2.0144 -3.1505 -4.3000 0.02 -0.04 0.01
H 3.7475 -2.9605 -4.1474 0.01 -0.02 -0.01
H 1.8660 -0.9390 -5.4948 0.06 -0.03 0.00
H 2.9635 -2.0412 -6.3487 -0.01 0.02 0.05
H 3.6108 -0.7372 -5.3340 -0.04 -0.04 -0.02
H 5.5579 -0.4277 -1.8448 0.01 0.00 -0.03
H 5.3288 -1.4628 -3.2395 0.02 0.01 -0.03
H 5.2657 -2.4196 -0.3224 0.02 -0.01 -0.06
H 6.6152 -2.6620 -1.4518 -0.04 0.00 0.01
H 5.0489 -3.4541 -1.7283 0.03 0.06 0.03
H -1.8605 -1.9159 -5.0100 0.00 0.01 -0.03
H -3.5885 -1.9797 -4.7329 0.00 0.01 -0.02
H -1.5788 -4.0426 -3.6620 -0.10 0.04 -0.04
H -2.6431 -4.2840 -5.0635 0.01 0.01 0.04
H -3.3232 -4.1090 -3.4348 0.06 0.02 -0.04
C -0.9751 -3.5934 2.0528 -0.08 -0.27 -0.08
C -0.1162 -3.9753 1.0282 -0.24 0.14 0.02
C -0.5920 -4.3357 -0.2839 0.13 -0.05 -0.08
C 0.2656 -4.6398 -1.3233 0.00 0.04 0.22
C 1.6600 -4.5868 -1.1705 -0.01 0.01 0.06
C 2.1559 -4.1818 0.0743 -0.19 0.00 0.00
C 1.3141 -3.8675 1.1295 0.07 -0.08 -0.21
H -0.6016 -3.3588 3.0467 0.01 0.01 -0.15
H -2.0529 -3.7009 1.9400 0.16 0.02 -0.01
H -1.6692 -4.3627 -0.4449 0.10 -0.03 -0.01
H -0.1485 -4.9240 -2.2897 0.01 0.01 0.10
H 2.3257 -4.8409 -1.9891 -0.03 0.04 0.04
H 3.2320 -4.1044 0.2160 -0.06 0.03 0.02
H 1.7342 -3.5301 2.0728 0.02 -0.05 -0.02
C 2.3027 7.7075 -1.7206 -0.12 -0.08 -0.02
C 0.8624 7.2852 -1.9020 0.05 0.01 0.02
C 0.1196 7.6792 -3.0090 0.00 0.01 -0.02
C -1.1912 7.2543 -3.1860 0.03 0.01 -0.07
C -1.8022 6.4321 -2.2470 -0.14 0.00 0.01
N -3.1456 6.0407 -2.4733 0.24 -0.04 0.01
C -3.8953 5.0557 -1.8516 0.01 -0.01 0.07
O -5.0983 5.1924 -1.6903 0.17 -0.03 -0.05
N -3.2244 3.9342 -1.4433 0.09 0.00 -0.06
C -1.9966 3.4123 -1.9329 -0.24 -0.02 -0.06
C -1.6283 3.4597 -3.2676 -0.07 -0.01 -0.08
C -0.4200 2.8936 -3.6406 -0.02 -0.03 -0.01
C 0.3701 2.2950 -2.6679 -0.12 -0.02 0.20
N 0.0114 2.2448 -1.3859 0.04 0.10 -0.08
C -1.1444 2.7946 -1.0331 0.28 -0.22 0.03
C -1.0813 6.0571 -1.1167 0.08 0.06 0.15
C 0.2334 6.4700 -0.9626 0.01 -0.01 0.03
H 2.5732 8.5024 -2.4180 -0.03 -0.04 0.03
H 2.9803 6.8656 -1.8905 -0.05 0.05 0.00
H 2.4816 8.0684 -0.7051 -0.01 -0.01 -0.05
H 0.5756 8.3196 -3.7592 -0.05 -0.05 0.06
H -1.7485 7.5574 -4.0674 0.05 -0.02 0.03
H -3.7344 6.7264 -2.9093 -0.11 0.14 -0.01
H -3.7680 3.3319 -0.8450 -0.04 -0.08 0.00
H -2.2755 3.9301 -3.9975 0.00 -0.03 0.00
H -0.1103 2.8906 -4.6787 0.02 0.04 0.05
H 1.3174 1.8236 -2.9220 -0.08 0.03 0.05
H -1.4230 2.7089 0.0152 0.07 0.08 -0.08
H -1.5439 5.4427 -0.3540 0.06 0.09 -0.06
H 0.7837 6.1467 -0.0817 -0.08 0.03 -0.10